No. 1
Below is C21H29AgN4O3S2SeSi as an isolated structure, with properties calculated with wB97M-V/def2-TZVPD.

```
62
Properties=species:S:1:pos:R:3:forces:R:3:nbo_charge:R:1
Ag 0.2357 -0.9741 0.0590 0.2 -0.1 0.4 0.815
C -0.3137 3.3896 -1.2209 0.0 -0.1 0.0 -0.690
C -0.5715 1.8938 -1.2190 0.6 0.2 0.0 0.285
N 0.4146 1.0576 -1.1088 -0.3 0.0 0.0 -0.357
N 1.6734 1.6025 -1.0094 0.2 0.3 -0.3 -0.444
C 2.5970 0.9565 -0.3957 0.0 0.1 -0.1 -0.049
S 2.6409 -0.4764 0.5482 -0.2 -0.1 0.0 -0.447
S 4.2141 1.7442 -0.5257 0.3 0.1 -0.3 0.187
C 4.2081 2.3056 -2.2802 -0.1 -0.2 0.5 -0.548
C 4.2135 1.1353 -3.2180 0.0 0.0 0.0 -0.035
C 5.4113 0.5022 -3.5447 0.0 0.0 0.0 -0.165
C 5.4227 -0.6239 -4.3518 0.1 0.0 0.0 -0.242
C 4.2305 -1.1489 -4.8306 -0.1 0.0 0.0 -0.238
C 3.0326 -0.5278 -4.5104 0.0 0.0 0.0 -0.191
C 3.0236 0.6123 -3.7201 0.0 0.0 0.0 -0.204
C -1.9588 1.4512 -1.2839 -0.4 -0.3 0.1 -0.240
C -2.9741 2.4213 -1.3826 0.1 -0.1 0.0 -0.163
C -4.3155 2.1319 -1.2591 -0.2 0.1 -0.1 -0.340
C -4.7050 0.8112 -0.9986 0.1 0.0 -0.1 -0.223
C -3.7603 -0.1764 -0.9313 -0.1 0.0 -0.1 -0.265
C -2.3630 0.0671 -1.1339 0.2 0.0 -0.2 0.421
O -1.5722 -0.9287 -1.1983 -0.4 0.0 0.0 -0.791
H 0.7513 3.5721 -1.1281 0.0 0.0 0.0 0.245
H -0.8343 3.8746 -0.3945 0.0 0.0 0.0 0.221
H -0.6729 3.8259 -2.1567 0.0 0.0 0.0 0.199
H 5.1227 2.8913 -2.3775 0.0 0.1 0.0 0.209
H 3.3359 2.9432 -2.4095 0.0 0.0 -0.1 0.240
H 6.3400 0.8931 -3.1425 0.0 0.0 0.0 0.191
H 6.3627 -1.1056 -4.5969 0.0 0.0 0.0 0.193
H 4.2321 -2.0474 -5.4363 0.0 0.0 0.0 0.196
H 2.0932 -0.9397 -4.8575 0.0 0.0 0.0 0.211
H 2.0846 1.0831 -3.4655 0.0 0.0 0.1 0.240
H -2.7097 3.4553 -1.5657 0.1 0.0 0.1 0.188
H -5.0522 2.9231 -1.3420 0.0 0.0 0.0 0.183
H -5.7546 0.5795 -0.8453 0.0 0.0 0.0 0.185
H -4.0367 -1.2058 -0.7353 0.0 0.0 0.0 0.196
C 1.6665 -6.6358 1.2283 0.0 -0.1 0.0 -0.263
O 1.3084 -5.6529 0.2824 0.0 -0.1 -0.1 -0.523
C 0.9348 -4.3942 0.6864 0.0 0.1 -0.2 0.867
O 0.5182 -3.6320 -0.1436 0.0 -0.1 0.2 -0.601
N 1.0490 -4.1812 2.0233 0.1 0.0 0.2 -0.499
N 0.7942 -2.9676 2.6748 -0.1 0.2 0.0 -0.658
H 1.7849 -7.5594 0.6644 0.0 0.0 0.0 0.190
H 0.8875 -6.7789 1.9822 0.0 0.0 0.0 0.180
H 2.6170 -6.4069 1.7223 0.0 0.0 0.0 0.165
H 1.6429 -4.7820 2.5627 -0.1 -0.1 0.0 0.371
H 1.3578 -2.2154 2.2857 0.0 0.0 -0.1 0.378
H -0.1740 -2.6778 2.5537 0.0 -0.1 0.1 0.395
C -2.6342 3.0399 3.5443 0.1 -0.1 0.0 -1.122
Si -2.6867 1.1447 3.7393 -0.1 -0.1 0.2 1.400
C -4.3139 0.6600 2.8891 0.1 0.0 0.0 -1.127
C -2.9846 0.8282 5.6032 -0.1 0.1 -0.1 -1.117
Se -0.8929 0.0373 3.1088 0.0 0.0 -0.2 -0.960
H -3.4023 3.5174 4.1632 0.0 0.0 0.0 0.200
H -2.8212 3.3090 2.5011 0.0 0.0 0.0 0.229
H -1.6616 3.4487 3.8259 0.0 0.0 0.0 0.225
H -5.1699 1.1413 3.3777 0.0 0.0 0.0 0.198
H -4.4639 -0.4216 2.9174 0.0 0.0 0.0 0.223
H -4.2996 0.9621 1.8391 0.0 0.0 0.0 0.244
H -3.8219 1.4119 6.0074 0.0 0.0 0.0 0.193
H -2.0845 1.0690 6.1732 0.0 0.0 0.0 0.222
H -3.1960 -0.2330 5.7562 0.0 0.0 0.0 0.219
```
Positions in Å, forces in eV/Å.

Calculated values
LUMO energy: 4.1149 eV
HOMO energy: -1.1208 eV
Total charge: -2
HOMO-LUMO gap: 5.236 eV

No. 2
Below is one molecule with the formula C7H7ClN2P2 at a distorted geometry, with properties calculated with wB97M-V/def2-TZVPD.

```
19
Properties=species:S:1:pos:R:3:forces:R:3:nbo_charge:R:1
N 5.0127 -0.0349 0.6267 0.5 0.3 0.1 -0.288
C 3.9099 0.0510 0.3267 -0.6 -0.7 -0.5 0.260
C 2.5095 -0.0837 0.0008 -0.5 0.7 0.8 -0.189
C 1.7193 1.0885 -0.2890 0.1 -2.2 0.0 -0.131
C 0.3490 0.9717 -0.3576 -0.9 -0.7 -1.2 -0.256
C -0.2591 -0.3192 -0.1261 3.2 2.8 -0.6 0.172
C -1.7195 -0.3833 -0.0399 -1.3 -0.5 1.4 -0.548
P -1.9600 -0.0754 1.8355 -0.9 -1.3 0.8 0.307
P -2.6351 0.8705 -1.0983 2.0 1.4 1.3 0.372
Cl -2.1854 -2.0950 -0.3649 -0.5 0.4 0.1 -0.010
N 0.5423 -1.3364 0.0415 -1.4 -1.8 0.4 -0.421
C 1.8599 -1.3314 0.1308 -1.7 4.8 -1.0 0.104
H 2.2135 1.9660 -0.6245 0.4 0.8 0.2 0.233
H -0.2869 1.7287 -0.8690 0.8 -0.1 1.0 0.231
H -2.0914 1.3359 1.9329 -0.4 -0.1 -0.5 -0.012
H -3.3770 -0.5206 2.0107 1.2 0.8 -0.5 0.009
H -3.7943 0.2366 -1.1149 -2.0 -1.3 0.0 -0.014
H -2.0797 0.1827 -2.1046 0.3 -0.5 -2.2 -0.028
H 2.2722 -2.2519 0.0830 1.9 -2.6 0.4 0.209
```
Positions in Å, forces in eV/Å.

Calculated values
LUMO energy: -0.3943 eV
HOMO energy: -9.5889 eV
ΔE to the lowest compared entry with this formula, charge and spin: 3.8 kcal per mole
HOMO-LUMO gap: 9.195 eV
SMILES: N#Cc1ccc(C(P)(P)Cl)nc1

No. 3
Below is one molecule with the formula C6H10O, with properties calculated with wB97M-V/def2-TZVPD.

```
17
Properties=species:S:1:pos:R:3:forces:R:3:nbo_charge:R:1
C 1.7866 0.8949 0.0260 0.0 0.1 0.0 -0.640
C 1.1751 -0.4889 0.0302 0.2 0.1 -0.2 0.105
O 0.6058 -0.8121 1.3163 0.0 0.1 0.2 -0.532
C -0.6795 -1.0251 0.7428 -0.3 -0.2 0.0 0.115
C -1.5204 0.2700 0.6274 -0.1 0.1 0.1 -0.440
C -1.1926 0.3355 -0.8807 0.0 0.1 -0.1 -0.407
C -0.1515 -0.7806 -0.7120 0.0 -0.1 -0.1 -0.263
H 1.0291 1.6707 -0.1264 0.1 -0.1 0.1 0.205
H 2.2474 1.0591 1.0042 0.0 0.0 -0.1 0.230
H 2.5553 0.9957 -0.7453 -0.1 0.0 0.0 0.213
H 1.9297 -1.2468 -0.2245 -0.1 0.2 0.1 0.175
H -1.1730 -1.8955 1.1864 0.1 0.0 -0.4 0.186
H -1.0721 1.0744 1.2169 -0.1 -0.1 0.0 0.218
H -2.5806 0.1823 0.8793 0.1 0.0 0.0 0.209
H -2.0242 -0.0652 -1.4707 0.1 0.1 0.1 0.210
H -0.8966 1.2962 -1.3142 0.0 -0.1 0.1 0.204
H -0.0385 -1.4645 -1.5559 -0.2 -0.2 0.4 0.212
```
Positions in Å, forces in eV/Å.

Calculated values
LUMO energy: 1.0981 eV
HOMO energy: -9.3259 eV
ΔE to the lowest compared entry with this formula, charge and spin: 33.9 kcal per mole
HOMO-LUMO gap: 10.424 eV
SMILES: C[C@H]1O[C@H]2CC[C@H]21

No. 4
Below is C2H3N3 as an isolated structure at a distorted geometry, with properties calculated with wB97M-V/def2-TZVPD.

```
8
Properties=species:S:1:pos:R:3:forces:R:3:nbo_charge:R:1
C 0.3461 1.0864 0.3973 2.3 2.9 -0.5 0.142
C -0.3887 -0.6905 0.4158 -1.3 -7.7 3.2 0.202
H 0.4296 2.1116 0.5945 0.8 1.2 0.7 0.191
H -0.7348 -1.7219 0.5932 -0.2 0.7 0.8 0.179
H -0.1027 -1.1663 -1.6456 0.0 1.6 2.1 0.434
N 0.0384 0.1673 1.2727 -2.4 0.2 1.5 -0.469
N -0.0710 -0.5164 -0.7951 1.4 0.8 -5.1 -0.365
N 0.4830 0.7299 -0.8329 -0.6 0.2 -2.7 -0.313
```
Positions in Å, forces in eV/Å.

Calculated values
LUMO energy: 0.7735 eV
HOMO energy: -10.1608 eV
ΔE to the lowest compared entry with this formula, charge and spin: 28.1 kcal per mole
HOMO-LUMO gap: 10.934 eV

No. 5
Below is one molecule with the formula C19H27N3O2, with properties calculated with wB97M-V/def2-TZVPD.

```
51
Properties=species:S:1:pos:R:3:forces:R:3:nbo_charge:R:1
O -2.8572 -1.1257 1.8183 -0.1 -0.1 0.2 -0.628
C -2.0457 -0.8492 0.9538 0.1 0.1 -0.2 0.664
N -2.2632 0.1199 0.0329 0.2 0.1 -0.3 -0.616
C -3.4600 0.9263 0.0401 -0.2 0.3 0.4 -0.252
C -3.3303 2.2321 0.8607 -0.2 -0.3 -0.2 -0.208
N -2.4868 3.2794 0.3407 0.1 0.0 0.0 -0.464
C -1.0737 3.0981 0.6027 0.1 0.2 0.2 -0.205
C -0.1933 4.2314 0.0754 0.1 -0.3 -0.1 -0.417
C 0.2715 4.0144 -1.3647 -0.1 0.3 0.0 -0.392
C -0.8223 4.2037 -2.4121 0.1 -0.3 0.0 -0.393
C -2.0622 3.3461 -2.1699 -0.1 0.3 0.0 -0.422
C -2.8708 3.8157 -0.9490 0.0 0.0 -0.1 -0.217
C -0.7527 -1.5768 0.8083 0.2 -0.3 0.1 -0.173
C -0.7045 -2.9066 1.2144 -0.1 0.2 0.0 -0.145
C 0.4572 -3.6423 1.1078 0.2 0.0 -0.1 -0.258
C 1.6189 -3.0549 0.6037 -0.3 0.3 -0.1 0.169
N 2.7993 -3.7968 0.5064 -0.1 -0.1 0.3 -0.434
C 2.9755 -5.0383 1.2408 0.0 -0.3 0.2 -0.205
C 4.4835 -5.2852 1.1823 0.0 0.0 -0.1 -0.404
C 4.8789 -4.6349 -0.1370 0.1 0.0 0.1 -0.499
C 3.8521 -3.5291 -0.3242 0.5 -0.1 -0.2 0.694
O 3.9490 -2.6003 -1.0902 0.0 0.2 -0.2 -0.598
C 1.5831 -1.7123 0.2258 0.2 0.0 -0.1 -0.239
C 0.4116 -0.9894 0.3222 -0.2 -0.1 0.1 -0.135
H -1.5795 0.2775 -0.6886 0.0 -0.1 0.1 0.397
H -3.7446 1.1500 -0.9903 0.0 0.0 0.0 0.194
H -4.2428 0.3221 0.5074 0.0 0.1 -0.2 0.232
H -4.3396 2.6432 0.9682 0.0 -0.1 0.1 0.194
H -2.9679 1.9692 1.8571 -0.1 0.0 0.0 0.208
H -0.6831 2.1484 0.2002 0.1 0.1 0.1 0.149
H -0.9716 3.0449 1.6929 0.1 -0.1 -0.1 0.202
H -0.7206 5.1802 0.1681 0.0 0.1 0.1 0.207
H 0.6943 4.2844 0.7100 0.0 0.1 0.0 0.214
H 0.6859 3.0060 -1.4526 0.1 0.0 0.0 0.189
H 1.0805 4.7157 -1.5836 0.1 -0.1 0.0 0.208
H -0.4062 3.9626 -3.3939 0.0 0.1 0.0 0.207
H -1.1234 5.2541 -2.4332 0.0 0.1 0.0 0.194
H -1.7724 2.3004 -2.0545 0.0 -0.1 0.0 0.185
H -2.7036 3.4130 -3.0520 0.0 -0.1 0.0 0.214
H -3.9253 3.5720 -1.0958 0.0 0.1 0.0 0.201
H -2.8040 4.9104 -0.9002 -0.1 0.0 -0.2 0.186
H -1.6023 -3.3550 1.6121 -0.1 0.0 0.0 0.235
H 0.4514 -4.6769 1.4120 0.0 -0.1 0.0 0.216
H 2.4279 -5.8529 0.7501 0.0 0.0 0.1 0.188
H 2.6083 -4.9298 2.2633 0.0 0.0 -0.1 0.211
H 4.9773 -4.7790 2.0126 0.0 0.0 0.0 0.211
H 4.7269 -6.3445 1.2282 0.0 0.0 0.1 0.220
H 4.7820 -5.3277 -0.9759 0.0 0.0 0.0 0.230
H 5.8881 -4.2286 -0.1491 -0.1 0.0 -0.1 0.238
H 2.4754 -1.2411 -0.1497 0.0 0.0 0.0 0.250
H 0.4307 0.0560 0.0483 0.0 0.1 0.0 0.200
```
Positions in Å, forces in eV/Å.

Calculated values
LUMO energy: 0.7102 eV
HOMO energy: -7.8804 eV
ΔE to the lowest compared entry with this formula, charge and spin: 24.0 kcal per mole
HOMO-LUMO gap: 8.591 eV
SMILES: O=C(NCCN1CCCCCC1)c1ccc(N2CCCC2=O)cc1

No. 6
Below is one molecule with the formula C6F5I at a distorted geometry, with properties calculated with wB97M-V/def2-TZVPD.

```
12
Properties=species:S:1:pos:R:3:forces:R:3:nbo_charge:R:1
C 0.0932 -1.0954 0.1194 0.4 0.5 1.1 0.299
C -0.6374 0.2865 -1.7979 -0.3 -0.2 -0.6 0.487
C 0.2467 -0.2073 1.1249 0.1 -0.6 -0.6 0.264
C 0.2910 1.2450 1.0326 -0.3 0.2 0.3 0.166
C -0.1549 -0.8287 -1.2820 -0.3 -0.6 -0.8 0.101
C 0.0068 2.0864 2.0026 0.1 0.0 0.4 -0.171
F 0.1698 -2.3970 0.4228 -0.1 0.2 -0.1 -0.285
F -0.8897 0.6032 -3.0423 0.2 -0.2 0.6 -0.277
F 0.3548 -0.6752 2.3804 0.0 -0.1 -0.3 -0.300
F 0.6117 1.7361 -0.1820 0.2 0.1 0.0 -0.308
F 0.0521 -1.9253 -2.0715 0.0 0.6 0.2 -0.303
I -0.3608 2.0501 3.9741 0.0 0.1 -0.3 0.327
```
Positions in Å, forces in eV/Å.

Calculated values
LUMO energy (spin up / spin down): -0.3175 / -1.8652 eV
HOMO energy (spin up / spin down): -9.0024 / -8.7270 eV
HOMO-LUMO gap (spin up / spin down): 8.685 / 6.862 eV
<S²>: 2.03
Spin multiplicity: 3